One molecule with the formula C5H6N2S, computed with ωB97M-V/def2-TZVPD.

Positions of all 14 atoms, in Å:
C  -0.778  0.704  -0.179
N  0.951  -1.171  -1.310
S  -1.869  1.245  -2.635
H  -0.472  0.941  2.440
H  1.248  0.520  2.364
C  0.240  0.185  2.076
H  0.154  -0.760  -3.112
C  0.108  -0.524  -2.057
C  0.108  0.021  0.599
H  0.049  -0.785  2.578
C  -0.841  0.484  -1.590
H  -1.429  1.422  0.288
N  0.925  -0.886  0.006
H  1.606  -1.397  0.532

Results
Charge ... 0
Energy above the lowest of the compared OMol25 structures with the same formula, charge and spin ... 112.86 kJ/mol
LUMO ... -0.086 eV
2S+1 ... 1
Structure (SMILES) ... Cc1cc(=S)cn[nH]1


An isolated ion of composition C6H13N2O and charge +1, computed with ωB97M-V/def2-TZVPD.

Positions of all 22 atoms, in Å:
H  1.830  -2.236  1.035
H  -2.190  0.199  1.599
H  -2.566  1.692  0.622
N  -2.263  -1.395  -0.719
H  1.966  0.989  -1.740
C  1.964  -0.484  -0.135
H  2.822  -1.117  -0.558
C  1.140  -1.351  0.832
H  0.762  -0.416  -1.923
H  0.433  1.951  -0.232
H  -2.247  -2.383  -0.977
N  -0.081  -1.975  0.225
H  -0.467  1.576  -1.720
O  -0.813  0.474  0.167
C  -1.721  1.139  1.114
C  -1.140  -0.992  -0.136
H  2.352  0.384  0.601
H  -1.097  1.596  1.840
H  -3.016  -0.948  -1.112
C  0.066  1.128  -0.802
H  0.918  -0.828  1.763
C  1.199  0.257  -1.200

Results
Charge ... +1
Energy above the lowest of the compared OMol25 structures with the same formula, charge and spin ... 507.87 kJ/mol
LUMO ... -3.220 eV
2S+1 ... 1


A 2-piece molecular cluster, C8H10O2 overall, computed with ωB97M-V/def2-TZVPD.

Positions of all 20 atoms, in Å:
H  0.189  -2.692  -2.199
C  0.289  -0.618  2.089
C  0.195  0.316  3.126
H  0.105  -0.888  -0.077
C  -0.244  2.121  1.593
C  -0.096  1.198  0.547
C  0.445  -1.930  -3.121
H  0.475  -1.613  2.330
C  -0.429  -0.675  -2.785
H  1.528  -1.666  -3.239
H  -0.442  3.175  1.381
C  -0.054  1.663  2.911
H  0.379  -0.125  4.095
H  -0.308  1.523  -0.461
H  -0.116  -2.418  -4.004
H  -0.445  0.737  -1.649
C  0.117  -0.183  0.758
O  -1.592  -0.386  -3.158
O  0.207  0.111  -1.885
H  -0.205  2.350  3.746

Results
Charge ... 0
Energy above the lowest of the compared OMol25 structures with the same formula, charge and spin ... 146.19 kJ/mol
LUMO ... 0.733 eV
2S+1 ... 1
Structure (SMILES) ... c1ccccc1.CC(=O)O


A 2-piece molecular cluster, C2H5NO3 overall, computed with ωB97M-V/def2-TZVPD.

Positions of all 11 atoms, in Å:
H  -1.256  0.827  -0.174
O  1.448  0.042  0.468
N  -0.365  1.312  -0.176
H  -1.138  2.293  -1.795
O  0.774  2.834  -1.466
H  -0.411  -3.242  0.139
C  -0.213  2.208  -1.217
H  0.828  -3.861  0.837
O  0.015  -3.373  1.004
C  0.456  0.646  0.765
H  -0.137  0.314  1.616

Results
Charge ... 0
Energy above the lowest of the compared OMol25 structures with the same formula, charge and spin ... 133.28 kJ/mol
LUMO ... 0.306 eV
2S+1 ... 1
Structure (SMILES) ... O=CNC=O.O


One molecule with the formula C9H19NO3, computed with ωB97M-V/def2-TZVPD.

Positions of all 32 atoms, in Å:
N  -0.087  -0.053  0.152
C  -0.468  -1.250  0.950
H  -1.453  -3.143  -0.028
C  0.798  -1.982  1.153
C  -0.360  1.185  0.998
O  1.741  -1.030  1.515
H  -0.185  0.957  2.099
H  2.278  1.545  0.987
H  1.368  -0.027  1.051
H  1.109  -2.607  0.292
C  1.834  2.184  0.292
H  3.171  1.523  -1.151
C  -1.561  -1.981  0.199
C  -1.461  -1.337  -1.237
H  -0.260  0.572  -1.922
C  -0.895  0.086  -1.107
C  0.311  2.442  0.472
H  -1.573  0.987  -0.721
H  -3.512  -2.025  0.342
O  -2.812  -1.568  0.797
H  -0.823  -0.853  1.869
O  -0.665  -2.028  -2.270
H  0.644  -2.772  1.941
H  -1.640  1.360  0.737
C  2.140  1.683  -1.162
H  2.307  3.204  0.411
H  -1.049  -2.854  -2.422
H  -2.590  -1.424  -1.529
H  1.878  2.468  -1.904
H  1.488  0.701  -1.483
H  0.243  3.207  1.337
H  0.087  2.827  -0.660

Results
Charge ... 0
Energy above the lowest of the compared OMol25 structures with the same formula, charge and spin ... 448.66 kJ/mol
LUMO ... 0.498 eV
2S+1 ... 1
Structure (SMILES) ... CCCCN1C[C@@H](O)[C@H](O)[C@H]1CO


A 2-piece molecular cluster, C2H4FN2O overall, computed with ωB97M-V/def2-TZVPD.

Positions of all 10 atoms, in Å:
O  0.615  0.535  0.319
C  1.777  0.318  -0.179
H  1.934  0.518  -1.265
C  -1.988  0.237  -0.070
F  2.302  -0.906  0.089
N  -1.815  -0.985  0.315
N  -0.938  -0.301  -0.640
H  -1.693  -1.573  1.130
H  -2.644  1.085  -0.017
H  2.451  1.073  0.318

Results
Charge ... +1
Energy above the lowest of the compared OMol25 structures with the same formula, charge and spin ... 358.21 kJ/mol
LUMO (alpha / beta) ... -7.512 / -7.132 eV
2S+1 ... 1


An isolated ion of composition C26H32BN3O3PS and charge +1, computed with ωB97M-V/def2-TZVPD.

Positions of all 67 atoms, in Å:
H  5.789  -0.105  -2.017
H  -0.989  -4.447  -0.231
H  -0.613  -1.472  3.647
H  0.542  3.205  -3.920
H  -0.549  3.706  0.838
H  -3.049  1.992  -0.732
O  1.330  1.217  1.305
H  3.556  -0.707  -1.238
H  1.028  1.160  -0.760
H  -5.274  -1.649  -0.086
C  5.198  0.637  -1.482
C  -2.431  -0.688  -0.720
N  -1.417  -4.552  3.007
C  0.950  4.248  -2.134
H  1.724  -0.358  -0.089
C  -1.160  -2.360  0.408
H  2.924  3.223  0.367
C  0.649  4.383  -0.777
C  -0.698  2.472  -2.303
H  -3.140  0.635  -2.207
C  1.707  0.734  -0.003
C  -3.512  -0.274  -1.712
H  -3.276  -4.254  -0.387
C  -4.867  0.132  -1.012
H  -4.625  -0.488  0.932
H  6.646  2.205  -1.600
C  -0.861  -3.831  0.672
H  0.175  -3.985  1.004
S  -1.968  -3.994  -2.780
H  2.416  -3.046  2.259
H  1.699  4.904  -2.575
P  -3.047  -3.260  -1.361
H  -1.205  1.731  -2.925
C  5.653  1.932  -1.248
C  -0.771  -0.047  0.868
C  -0.466  -1.409  1.108
C  -1.018  2.609  -0.954
B  0.657  -1.773  2.206
C  -0.323  3.571  -0.224
N  -2.130  -1.992  -0.485
C  4.833  2.827  -0.584
N  -5.250  -0.666  0.153
H  3.301  -1.598  3.779
H  -2.207  2.247  0.778
H  -4.910  1.200  -0.772
C  3.102  1.212  -0.390
C  3.078  -1.084  2.832
H  2.568  -0.153  3.103
C  0.279  3.278  -2.863
C  3.558  2.503  -0.147
H  4.056  -0.895  2.369
H  -0.401  -4.426  3.063
H  -4.272  -2.736  -1.806
H  1.163  5.150  -0.199
H  -2.863  -4.413  1.598
C  0.047  0.974  1.668
H  -3.665  -1.001  -2.516
H  5.231  3.833  -0.428
C  2.189  -2.013  1.930
C  -1.766  0.334  -0.037
C  -2.096  1.810  -0.227
C  -1.792  -4.299  1.829
O  -0.412  1.518  2.645
O  0.231  -1.922  3.498
C  3.925  0.306  -1.044
H  2.471  -1.964  0.871
H  -5.651  -0.027  -1.770

Results
Charge ... +1
LUMO ... -4.546 eV
2S+1 ... 1
Structure (SMILES) ... [H]/N=C\Cc1c(B(O)CC)c(C(=O)OCc2ccccc2)c(Cc2ccccc2)c(CCN)[n+]1[PH2]=S


A 2-piece molecular cluster, C4H16N6 overall, computed with ωB97M-V/def2-TZVPD.

Positions of all 26 atoms, in Å:
H  -3.157  -0.290  0.594
C  -2.000  -1.836  -0.238
H  -0.142  0.543  -2.743
H  -1.029  0.982  2.935
H  -2.599  -1.890  -1.158
H  -0.949  -2.003  -0.663
N  2.069  -0.734  -1.939
H  2.464  2.732  0.455
H  2.821  0.605  0.067
N  1.906  0.842  -0.286
H  -0.202  -2.254  1.545
N  -1.318  0.924  1.958
C  1.392  0.225  -1.366
N  0.255  0.759  -1.845
H  1.041  2.776  -0.711
N  -0.297  -1.267  1.754
H  -2.042  -2.820  0.254
C  -1.289  -0.441  1.567
N  -2.289  -0.795  0.716
C  1.616  2.223  0.037
H  0.453  -1.014  2.383
H  3.045  -1.000  -1.906
H  0.951  2.204  0.904
H  1.777  -1.203  -2.823
H  -0.214  1.459  -1.293
H  -2.264  1.273  1.799

Results
Charge ... +2
Energy above the lowest of the compared OMol25 structures with the same formula, charge and spin ... 154.54 kJ/mol
LUMO ... -6.124 eV
2S+1 ... 1